one | A 2-piece molecular cluster, C2H4BrCl overall, computed with ωB97M-V/def2-TZVPD.

Calculated values
LUMO (spin up / spin down) = 0.0 / 0.2 eV
total charge = 0
frontier orbital gap (spin up / spin down) = 8.21 / 8.61 eV
HOMO (spin up / spin down) = -8.2 / -8.4 eV

Last column: natural (NBO) charge in e.
Geometry (Å):
Br (2.09397, 0.59413, 0.09373)  0.092
Cl (0.65498, -2.09342, -0.05436)  0.066
C (-0.78705, -1.26469, -0.12787)  -0.427
C (0.39954, 1.34004, 0.11054)  -0.503
H (0.10897, 1.86071, -0.78130)  0.190
H (-1.34822, -1.10984, 0.77154)  0.196
H (0.07624, 1.68984, 1.07373)  0.190
H (-1.19843, -1.01678, -1.08601)  0.196

***

two | One molecule with the formula C2H4BrCl, computed with ωB97M-V/def2-TZVPD.

Calculated values
SMILES = ClCCBr
LUMO = 0.7 eV
total charge = 0
frontier orbital gap = 10.82 eV
HOMO = -10.1 eV

Last column: natural (NBO) charge in e.
Geometry (Å):
Br (-1.95406, 0.05235, 1.16919)  -0.069
Cl (1.52882, 0.07848, 1.46592)  -0.037
C (-0.65301, -0.45893, -0.29977)  -0.379
C (0.81654, 0.42845, -0.11009)  -0.422
H (-0.38800, -1.41643, -0.07048)  0.204
H (1.37913, -0.09052, -0.89210)  0.227
H (0.48624, 1.54814, -0.08246)  0.244
H (-1.21565, -0.14155, -1.18020)  0.230

***

Which of them is the most stable, and which is the least stable? two and one, in that order.

***

one | A 2-piece molecular cluster, CHF3NO2S overall, computed with ωB97M-V/def2-TZVPD.

Calculated values
LUMO (spin up / spin down) = 3.5 / 3.3 eV
total charge = -1
frontier orbital gap (spin up / spin down) = 7.63 / 7.44 eV
HOMO (spin up / spin down) = -4.1 / -4.2 eV

Last column: natural (NBO) charge in e.
Geometry (Å):
S (-1.85260, 1.02732, -0.24461)  1.754
F (2.09414, -0.75583, -1.10781)  -0.352
F (2.05548, -0.03314, 0.89383)  -0.361
F (1.30345, -2.00776, 0.57860)  -0.373
O (-1.52430, 1.97070, -1.34141)  -0.985
O (-1.82115, 1.54736, 1.17866)  -1.001
N (-0.75494, -0.21088, -0.41357)  -0.987
C (1.36490, -0.76724, 0.01325)  0.961
H (-0.86496, -0.77050, 0.44308)  0.344

***

two | A 2-piece molecular cluster, CHF3NO2S overall, computed with ωB97M-V/def2-TZVPD.

Calculated values
LUMO = 3.7 eV
total charge = -1
frontier orbital gap = 8.13 eV
HOMO = -4.4 eV

Last column: natural (NBO) charge in e.
Geometry (Å):
S (-3.09469, 0.07316, -0.07188)  2.157
F (2.12840, 0.46269, 1.07899)  -0.349
F (2.13071, 0.40080, -1.10568)  -0.341
F (1.49312, -1.38465, 0.03179)  -0.357
O (-3.84661, -0.11634, -1.30593)  -0.983
O (-1.79538, 0.74062, -0.30806)  -1.033
N (-3.56533, -0.20401, 1.21366)  -1.129
C (1.43206, 0.01647, -0.01981)  0.820
H (0.33786, 0.43483, -0.10391)  0.214

***

Which of them is the most stable, and which is the least stable? two and one, in that order.

***

one | A 3-piece molecular cluster, C2H12N2O2 overall, computed with ωB97M-V/def2-TZVPD.

Calculated values
SMILES = NCCN.O.O
LUMO = 0.8 eV
total charge = 0
frontier orbital gap = 9.12 eV
HOMO = -8.3 eV

Last column: natural (NBO) charge in e.
Geometry (Å):
O (-0.94423, -3.70184, 0.22740)  -0.929
O (4.67222, 2.48692, 1.47047)  -0.942
N (-0.57693, 1.61346, 0.37342)  -0.877
N (-1.93396, -1.05989, -0.39527)  -0.872
C (-0.67745, -0.47732, -0.88866)  -0.229
C (-0.65728, 1.04735, -0.96109)  -0.242
H (4.57837, 3.33199, 1.88405)  0.470
H (0.02366, 1.43709, -1.71992)  0.190
H (-2.20913, -0.67682, 0.49838)  0.348
H (-1.20339, -3.69950, 1.15855)  0.473
H (-1.32995, -4.51656, -0.06747)  0.474
H (-1.44215, 2.00434, 0.69776)  0.367
H (0.05195, -0.75268, -0.09529)  0.161
H (4.93719, 2.61182, 0.55100)  0.472
H (-0.21987, -0.98441, -1.74347)  0.189
H (-1.65089, 1.26179, -1.37873)  0.187
H (0.23795, 2.10998, 0.65753)  0.374
H (-1.65609, -2.03570, -0.26865)  0.386

***

two | A 3-piece molecular cluster, C2H12N2O2 overall, computed with ωB97M-V/def2-TZVPD.

Calculated values
SMILES = CNCN.O.O
LUMO = 0.8 eV
total charge = 0
frontier orbital gap = 9.99 eV
HOMO = -9.2 eV

Last column: natural (NBO) charge in e.
Geometry (Å):
O (-0.40142, 3.42284, -2.74889)  -0.968
O (1.85343, -4.00408, 4.60949)  -0.933
N (-0.45052, 0.75348, -1.33773)  -0.651
N (0.61180, -0.97346, 0.11461)  -0.858
C (-1.83975, 0.49242, -0.95432)  -0.418
C (0.55433, 0.43046, -0.35128)  -0.053
H (2.23860, -3.12271, 4.54003)  0.467
H (0.32864, -0.96397, 1.08908)  0.355
H (-2.43658, 1.17957, -1.53897)  0.212
H (-0.05182, -1.58905, -0.34325)  0.355
H (0.42579, 1.07015, 0.53573)  0.166
H (-0.37413, 2.47990, -2.54232)  0.488
H (-1.91650, 0.76190, 0.05111)  0.195
H (-0.16558, 0.25606, -2.17154)  0.355
H (-2.12671, -0.55475, -1.00512)  0.176
H (1.55675, 0.69698, -0.70025)  0.179
H (0.48915, 3.76752, -2.80271)  0.466
H (1.70453, -4.10325, 5.55632)  0.466

***

Which of them is the most stable, and which is the least stable? two and one, in that order.

***

one | One molecule with the formula C2H5O2P, computed with ωB97M-V/def2-TZVPD.

Calculated values
SMILES = CO[PH2]=C=O
LUMO = -0.2 eV
total charge = 0
frontier orbital gap = 8.44 eV
HOMO = -8.6 eV

Last column: natural (NBO) charge in e.
Geometry (Å):
P (1.43936, 0.73853, 0.44842)  0.559
O (1.91889, -1.96226, -0.31860)  -0.391
O (-0.25881, 0.10146, -0.01819)  -0.876
C (-1.36708, -0.40629, 0.64568)  -0.239
C (1.77753, -0.87710, 0.00427)  0.549
H (-1.08909, -0.94573, 1.55804)  0.153
H (-1.89128, -1.09411, -0.02659)  0.173
H (1.17654, 1.34899, -0.76374)  0.024
H (-2.04283, 0.41192, 0.91790)  0.170
H (2.89166, 0.92795, 0.25399)  -0.123

***

two | One molecule with the formula C2H5O2P, computed with ωB97M-V/def2-TZVPD.

Calculated values
LUMO = 0.7 eV
total charge = 0
frontier orbital gap = 9.78 eV
HOMO = -9.0 eV

Last column: natural (NBO) charge in e.
Geometry (Å):
P (0.82807, -0.94440, -0.78941)  1.335
O (1.57357, -0.01458, 0.40077)  -0.784
O (0.08674, -1.70243, 0.57053)  -0.801
C (0.89084, -0.68352, 1.40072)  0.218
C (-0.63628, 0.19057, -1.17901)  -1.027
H (-0.36482, 1.16519, -0.57230)  0.246
H (0.19857, -0.03486, 2.00491)  0.157
H (-0.97353, 0.40007, -2.19258)  0.239
H (-1.48776, -0.27094, -0.58523)  0.253
H (1.59223, -1.17671, 2.07200)  0.164

***

Which of them is the most stable, and which is the least stable? two and one, in that order.